1.
DFT (ωB97M-V/def2-TZVPD) results for a cluster of 3 separate species, C24H49N3O9 in total in a non-equilibrium geometry.

Properties
Orbital gap, eV: 9.4443
SMILES: COCCCCCCC[C@H]1OC(=O)O[C@@H]1OC#N.COCCNCCOC.COCCNCCOC
Energy above the lowest of the compared OMol25 structures with the same formula, charge and spin, eV: 0.000
F_max, eV/A: 4.05
Lowest unoccupied orbital energy, eV: 0.704
Total charge: 0

Geometry (Å):
C  -1.77447  -0.54037  -0.84456
O  -1.39479  0.38409  0.17252
C  -0.12003  1.02836  -0.11780
C  -0.35044  2.57475  0.12179
C  -0.37604  3.44650  -1.17717
C  -1.09582  2.79158  -2.40794
C  -2.28942  3.67683  -2.96256
C  -3.55471  3.32623  -2.09187
C  -4.83821  3.02606  -2.95870
C  -5.81503  2.09917  -2.17987
O  -5.48060  0.69625  -2.28005
C  -5.78903  0.03189  -1.11152
O  -5.53467  -1.05528  -0.81649
O  -6.48983  0.95884  -0.32718
C  -5.90808  2.22994  -0.63437
O  -6.85975  3.18190  -0.13744
C  -6.25242  4.35359  0.03374
N  -5.94514  5.44536  0.05557
H  -2.39453  -0.07788  -1.66044
H  -0.92308  -1.06762  -1.32569
H  -2.44667  -1.29864  -0.37395
H  0.21156  0.78158  -1.14856
H  0.57642  0.66102  0.67006
H  -1.23150  2.72962  0.78420
H  0.52209  2.93417  0.72516
H  0.63274  3.82658  -1.46101
H  -0.96007  4.36895  -0.92264
H  -0.34927  2.76315  -3.24025
H  -1.52977  1.79256  -2.21890
H  -2.49598  3.26503  -3.97872
H  -2.04178  4.75519  -2.97494
H  -3.38772  2.40905  -1.47930
H  -3.78641  4.13326  -1.35444
H  -5.40806  3.96141  -3.17821
H  -4.58531  2.57125  -3.93964
H  -6.87671  2.18510  -2.51868
H  -4.97746  2.25980  -0.02900
C  1.78741  -6.81535  -4.68521
O  2.42804  -6.53273  -3.45291
C  3.69731  -5.90257  -3.60873
C  3.65168  -4.47799  -3.08023
N  2.83632  -3.62382  -3.93943
C  2.55468  -2.30728  -3.36889
C  1.69832  -2.25695  -2.10135
O  0.35359  -2.66970  -2.29561
C  0.13733  -4.06761  -2.18175
H  0.88770  -7.39212  -4.47104
H  1.49449  -5.89396  -5.19798
H  2.43429  -7.41245  -5.33426
H  4.04566  -5.93248  -4.64568
H  4.40889  -6.47411  -3.00497
H  4.66840  -4.07660  -3.03472
H  3.24937  -4.51584  -2.06015
H  1.95505  -4.08743  -4.12274
H  2.03544  -1.73656  -4.14417
H  3.50276  -1.79271  -3.18188
H  1.64279  -1.20761  -1.79344
H  2.15446  -2.79165  -1.26106
H  0.81989  -4.53649  -1.46902
H  0.21941  -4.54934  -3.15821
H  -0.88452  -4.22036  -1.82992
C  1.86624  -1.43056  6.60002
O  1.60986  -0.07812  6.93734
C  2.76189  0.61228  7.41519
C  3.17875  1.69415  6.43199
N  3.72088  1.11188  5.20742
C  3.92025  2.08004  4.12973
C  2.67453  2.74941  3.54376
O  1.81707  1.86157  2.84267
C  0.86929  1.18797  3.65916
H  0.91410  -1.90178  6.35636
H  2.52174  -1.50183  5.72652
H  2.31117  -1.96632  7.44342
H  3.58921  -0.07063  7.63143
H  2.47437  1.09077  8.35644
H  3.93912  2.33001  6.89512
H  2.29494  2.30954  6.22231
H  3.08902  0.39283  4.87763
H  4.42257  1.54446  3.31908
H  4.61503  2.85330  4.47323
H  3.02014  3.47376  2.79954
H  2.11560  3.32786  4.28756
H  0.55328  1.78720  4.51640
H  1.27242  0.22950  3.99278
H  -0.01026  0.97715  3.04717

=====

2.
DFT (ωB97M-V/def2-TZVPD) results for a structure of composition C24H24Cl3MnN12S.

Properties
Orbital gap (spin up / spin down), eV: 7.4924 / 7.2108
Spin multiplicity: 2
Energy above the lowest of the compared OMol25 structures with the same formula, charge and spin, eV: 0.500
F_max, eV/A: 0.52
⟨S²⟩: 0.771
Lowest unoccupied orbital energy (spin up / spin down), eV: -2.604 / -2.705
Total charge: +1

Geometry (Å):
Mn  -1.66552  -1.19977  0.31304
N  -4.85370  1.08049  -1.33758
C  -3.95384  0.10403  -1.08637
S  -3.98951  -0.69450  0.46306
N  -3.11031  -0.22054  -2.02968
N  -2.28763  -1.21202  -1.55036
C  -2.16764  -2.27722  -2.25419
C  -1.57621  -3.40023  -1.54871
C  -1.26493  -4.61617  -2.14895
C  -0.75209  -5.63371  -1.36944
C  -0.56249  -5.40882  -0.01139
C  -0.89643  -4.17569  0.51129
N  -1.40279  -3.18546  -0.22638
H  -5.61785  1.21058  -0.70120
H  -4.94556  1.41401  -2.28212
H  -2.63097  -2.36843  -3.22970
H  -1.42894  -4.74403  -3.21015
H  -0.50084  -6.58933  -1.80930
H  -0.16568  -6.17700  0.63640
H  -0.75838  -3.96511  1.56375
Cl  0.02590  -1.90829  5.46637
C  -1.62025  -2.18100  4.87254
Cl  -2.08907  -3.86926  5.08766
Cl  -2.75734  -1.10041  5.67772
C  -1.63340  -1.88324  3.43913
N  -1.64285  -1.64406  2.32025
C  1.12543  0.10966  2.17293
C  1.32088  -0.46547  0.81661
N  0.45369  -1.17595  0.11806
C  1.07943  -1.48756  -1.07325
C  2.32995  -0.97310  -1.08363
N  2.47539  -0.31167  0.11792
C  3.57579  0.56725  0.46952
N  3.33280  1.94201  0.13160
N  2.83586  2.78761  1.06935
N  2.59851  3.92117  0.53958
C  2.93469  3.85908  -0.79782
C  2.85840  4.83220  -1.79985
C  3.25928  4.46182  -3.06067
C  3.73169  3.15906  -3.33063
C  3.81452  2.19403  -2.35440
C  3.40363  2.57790  -1.07442
H  0.08701  -0.00003  2.46478
H  1.39213  1.16620  2.19801
H  1.74676  -0.41411  2.90377
H  0.58874  -2.05894  -1.84071
H  3.11536  -1.00831  -1.81778
H  4.46604  0.22112  -0.05210
H  3.75213  0.52516  1.54142
H  2.50636  5.83038  -1.57876
H  3.22145  5.17947  -3.86859
H  4.04052  2.91616  -4.33860
H  4.18456  1.20202  -2.57560
C  -2.18605  1.70981  2.52979
C  -1.53569  1.83612  1.19877
N  -1.36624  0.88791  0.29706
C  -0.71749  1.47508  -0.77503
C  -0.50810  2.78680  -0.51594
N  -1.03350  3.00114  0.73638
H  -2.55346  0.69677  2.65809
H  -3.04383  2.37959  2.59970
H  -1.49186  1.95842  3.33554
H  -0.47400  0.91809  -1.66283
H  -0.05803  3.56927  -1.09765
H  -1.01438  3.86902  1.24367

=====

3.
DFT (ωB97M-V/def2-TZVPD) results for a cluster of 6 separate species, C6H24NO5S in total in a non-equilibrium geometry.

Properties
Orbital gap, eV: 6.7268
Energy above the lowest of the compared OMol25 structures with the same formula, charge and spin, eV: 0.735
F_max, eV/A: 3.12
Lowest unoccupied orbital energy, eV: 3.127
Total charge: -1

Geometry (Å):
C  -0.38391  0.56316  -2.48819
C  -1.50001  -0.45109  -2.69589
S  -0.87958  -2.18763  -2.71887
C  0.20939  0.53571  -1.06306
N  -0.69939  1.23756  -0.10872
C  -1.13093  1.92214  2.17351
C  -0.03839  1.48658  1.20753
C  1.08014  2.56480  1.13722
H  -0.75367  1.57485  -2.73393
H  0.38855  0.37329  -3.20772
H  -2.25511  -0.33828  -1.89706
H  -2.01475  -0.30001  -3.63147
H  1.21456  1.03923  -1.12301
H  0.38007  -0.52350  -0.74523
H  -1.05851  2.12688  -0.55104
H  -1.59957  2.85532  1.86964
H  -1.85390  1.15622  2.26188
H  -0.78560  2.04850  3.20093
H  0.42649  0.53014  1.59650
H  1.51697  2.81243  2.16885
H  1.89914  2.22440  0.49809
H  0.69313  3.52471  0.71587
H  -0.47455  -2.92367  -0.67625
H  -1.12226  -2.16358  0.55047
O  -0.38177  -2.82743  0.30116
H  1.02629  -2.18718  0.47735
H  2.47270  -2.57187  0.56199
O  1.94479  -1.78569  0.61582
H  -2.77708  -1.38179  -0.16007
H  -1.88481  -0.20172  0.31785
O  -2.38135  -1.05841  0.63593
H  2.41976  -1.16965  -0.90646
H  2.03705  -1.30084  -2.34522
O  2.73108  -1.01381  -1.82127
H  1.67756  -1.36193  2.26390
H  0.48109  -1.55682  3.13604
O  1.37637  -1.27100  3.18292

=====

4.
DFT (ωB97M-V/def2-TZVPD) results for a cluster of 2 separate species, C3H3NO2 in total in a non-equilibrium geometry.

Properties
Orbital gap, eV: 9.6833
Energy above the lowest of the compared OMol25 structures with the same formula, charge and spin, eV: 2.197
F_max, eV/A: 1.54
Lowest unoccupied orbital energy, eV: -0.537
Total charge: 0

Geometry (Å):
O  2.69110  -1.29259  1.00977
C  1.82655  -0.81627  1.57618
N  0.62281  0.90103  -0.16772
C  -0.63426  0.74435  -0.10008
C  -1.19396  -0.64744  0.06179
O  -0.50506  -1.62809  0.19496
H  0.87407  1.88909  -0.21291
H  -1.36761  1.56010  -0.12287
H  -2.30045  -0.71791  0.07560

=====

5.
DFT (ωB97M-V/def2-TZVPD) results for a structure of composition C7H8O in a non-equilibrium geometry.

Properties
Orbital gap, eV: 9.4013
Energy above the lowest of the compared OMol25 structures with the same formula, charge and spin, eV: 2.558
F_max, eV/A: 2.53
Lowest unoccupied orbital energy, eV: 0.731
Total charge: 0

Geometry (Å):
C  -2.35340  -0.32106  -0.13875
C  -1.02881  0.01406  -0.18638
C  -0.49508  1.36679  -0.11350
C  0.84176  1.50800  -0.12725
C  1.60314  0.21568  -0.24919
C  1.11199  -0.82356  0.85665
C  0.06465  -1.07636  -0.24085
H  -3.19203  0.38042  -0.14633
H  -2.56540  -1.39776  -0.09005
H  -1.15861  2.20505  -0.14293
H  1.26417  2.51156  -0.02186
H  2.68203  0.27499  -0.41307
H  0.74112  -0.41658  1.79545
H  1.79555  -1.68236  0.92224
H  -0.29184  -2.09638  -0.45313
O  0.98076  -0.66250  -1.25105

=====

6.
DFT (ωB97M-V/def2-TZVPD) results for a cluster of 2 separate species, C2H4O2 in total in a non-equilibrium geometry.

Properties
Orbital gap, eV: 10.7272
SMILES: C=O.C=O
Energy above the lowest of the compared OMol25 structures with the same formula, charge and spin, eV: 2.779
F_max, eV/A: 4.97
Lowest unoccupied orbital energy, eV: 0.214
Total charge: 0

Geometry (Å):
C  -1.65803  1.11964  -0.60424
O  -2.36867  1.11148  0.43674
H  -2.05295  0.66387  -1.54327
H  -0.60757  1.49552  -0.63046
C  1.65757  -1.07627  0.59544
O  1.91782  -1.96948  -0.26607
H  1.97655  -1.22558  1.65442
H  1.13528  -0.11919  0.35743